Here is an isolated ion of composition C4H5N2 and charge +1 at a distorted geometry from the OMol25 dataset. Energies are from ωB97M-V/def2-TZVPD.

The geometry in ORCA input format:
```
! RIJCOSX wB97M-V def2-TZVPD def2/J DEFGRID3
* xyz 1 1
C -0.099 -0.268 -0.022
C 0.870 0.855 0.093
C 0.462 -1.457 0.014
C -2.495 0.287 0.180
N -1.422 -0.117 0.151
N 2.053 -0.036 0.292
H 0.815 1.427 -0.795
H 0.930 1.570 0.886
H 0.159 -2.492 -0.284
H -3.613 0.500 0.128
H 2.339 -0.268 -0.643
*
```

Values from the calculation:
HOMO level (spin up / spin down), eV: -14.63 / -14.75
E_tot, Ha: -264.413445
Orbital gap (spin up / spin down), eV: 9.11 / 9.20

Here is an isolated ion of composition C5H10N2 and charge +2 at a distorted geometry from the OMol25 dataset. Energies are from ωB97M-V/def2-TZVPD.

The geometry in ORCA input format:
```
! RIJCOSX wB97M-V def2-TZVPD def2/J DEFGRID3
* xyz 2 3
C -0.318 0.941 1.221
C -0.705 1.615 2.241
C -0.340 -0.112 -0.865
C -0.001 -1.387 -1.537
C 1.487 -0.480 0.658
N -1.188 0.664 -1.429
N 0.238 0.124 0.443
H -0.871 2.708 2.435
H -1.042 0.907 3.056
H 0.598 -1.365 -2.432
H -0.941 -1.718 -1.913
H 0.429 -2.045 -0.759
H 1.305 -1.458 1.048
H 2.078 0.073 1.459
H 2.018 -0.609 -0.252
H -1.376 0.560 -2.431
H -1.373 1.581 -0.944
*
```

Values from the calculation:
Expectation value of S²: 2.007
HOMO level (spin up / spin down), eV: -17.37 / -21.21
E_tot, Ha: -305.121397
Orbital gap (spin up / spin down), eV: 7.81 / 7.28

Here is C55H62CdCl2N3O6P2 as an isolated structure at a distorted geometry from the OMol25 dataset. Energies are from ωB97M-V/def2-TZVPD.

The geometry in ORCA input format:
```
! RIJCOSX wB97M-V def2-TZVPD def2/J DEFGRID3
* xyz 1 1
Cd 12.163 13.626 17.015
C 15.452 9.403 11.583
C 14.173 9.799 12.360
C 12.999 8.926 11.833
C 14.334 9.426 13.837
C 14.976 8.289 14.226
C 15.094 7.974 15.594
C 14.417 8.726 16.531
C 13.771 9.909 16.126
P 13.206 11.114 17.455
C 12.204 10.044 18.508
C 11.755 10.475 19.761
C 10.766 9.803 20.484
C 10.307 8.601 19.995
C 10.791 8.110 18.841
C 11.709 8.757 18.069
C 14.776 11.307 18.371
C 15.533 12.402 17.984
C 16.868 12.621 18.468
C 17.358 11.700 19.414
C 16.521 10.617 19.888
C 15.301 10.431 19.286
C 13.810 10.294 14.791
O 13.232 11.479 14.491
C 13.378 12.047 13.252
C 12.926 13.372 13.090
C 12.943 13.951 11.842
C 13.435 13.235 10.785
C 13.796 11.932 10.944
C 13.841 11.298 12.201
P 12.032 14.252 14.482
C 10.222 14.217 14.005
C 9.503 15.178 13.286
C 8.116 15.020 13.074
C 7.512 13.841 13.456
C 8.238 12.902 14.144
C 9.570 13.002 14.365
C 12.595 16.018 14.232
C 11.817 17.084 14.763
C 12.275 18.396 14.588
C 13.438 18.666 13.803
C 14.235 17.587 13.407
C 13.808 16.250 13.636
H 15.560 8.326 11.688
H 16.272 9.872 12.030
H 15.421 9.721 10.586
H 12.986 7.895 12.189
H 12.902 8.960 10.701
H 12.048 9.364 12.156
H 15.345 7.627 13.538
H 15.621 7.059 15.813
H 14.381 8.501 17.574
H 12.084 11.441 20.064
H 10.373 10.256 21.377
H 9.587 8.022 20.498
H 10.489 7.193 18.466
H 12.077 8.287 17.158
H 15.192 13.130 17.244
H 17.492 13.516 18.244
H 18.319 11.760 19.892
H 16.937 9.996 20.621
H 14.648 9.650 19.592
H 12.694 15.031 11.736
H 13.646 13.589 9.821
H 14.124 11.336 10.118
H 9.955 16.124 12.977
H 7.596 15.701 12.495
H 6.488 13.702 13.234
H 7.711 11.962 14.524
H 10.137 12.203 14.940
H 10.961 16.902 15.253
H 11.666 19.147 15.009
H 13.639 19.744 13.639
H 15.265 17.720 12.955
H 14.356 15.403 13.238
O 9.953 12.288 17.392
H 9.684 11.543 17.888
H 9.423 13.060 17.579
O 13.929 15.469 17.128
H 13.764 16.091 16.389
H 13.552 16.040 17.892
O 12.303 17.284 18.468
H 12.389 17.579 19.376
H 11.491 16.747 18.273
O 15.887 16.620 19.148
H 15.735 16.825 18.195
H 16.183 17.511 19.446
Cl 10.294 15.335 17.145
C 12.873 16.483 24.650
C 14.148 15.688 24.745
C 14.249 14.993 26.150
C 15.336 16.713 24.559
C 14.187 14.637 23.624
O 13.128 13.669 23.625
C 15.545 13.868 23.723
C 15.859 12.755 22.625
C 15.296 11.397 23.046
C 15.709 10.653 24.170
C 15.086 9.487 24.531
C 14.096 8.898 23.746
Cl 13.511 7.404 24.195
C 13.662 9.636 22.635
C 14.229 10.857 22.341
C 14.136 15.409 22.261
N 13.258 14.829 21.214
C 13.594 14.331 20.049
N 12.528 14.010 19.346
C 11.528 14.439 20.170
N 11.934 14.887 21.310
H 12.646 16.873 25.634
H 12.169 15.796 24.262
H 12.982 17.287 23.932
H 14.117 15.708 26.966
H 15.164 14.411 26.337
H 13.463 14.274 26.242
H 15.276 17.562 25.228
H 15.255 17.167 23.597
H 16.328 16.221 24.763
H 13.475 12.939 24.160
H 15.518 13.367 24.680
H 16.332 14.592 23.668
H 16.934 12.765 22.381
H 15.377 13.045 21.630
H 16.616 10.911 24.635
H 15.429 8.873 25.341
H 12.896 9.251 21.997
H 13.935 11.345 21.395
H 15.181 15.420 21.828
H 13.765 16.453 22.475
H 14.647 14.254 19.787
H 10.532 14.422 19.803
*
```

Values from the calculation:
HOMO level, eV: -10.64
E_tot, Ha: -4519.432499
Orbital gap, eV: 8.76

Here is a 2-piece molecular cluster, C2HClN2O overall at a distorted geometry from the OMol25 dataset. Energies are from ωB97M-V/def2-TZVPD.

The geometry in ORCA input format:
```
! RIJCOSX wB97M-V def2-TZVPD def2/J DEFGRID3
* xyz 0 1
N -0.775 -1.154 -1.838
C -0.433 -0.431 -1.017
C -0.089 0.600 -0.211
N 0.059 1.722 0.084
O 0.215 2.826 0.441
Cl 0.566 -1.259 1.656
H 0.458 -2.304 0.884
*
```

Values from the calculation:
HOMO level, eV: -10.49
E_tot, Ha: -721.625110
Orbital gap, eV: 10.67
SMILES string: N#CC#[N+][O-].Cl

Here is a 2-piece molecular cluster, C3H9NO2 overall at a distorted geometry from the OMol25 dataset. Energies are from ωB97M-V/def2-TZVPD.

The geometry in ORCA input format:
```
! RIJCOSX wB97M-V def2-TZVPD def2/J DEFGRID3
* xyz 0 1
C 2.633 -0.614 0.040
N 1.611 0.369 -0.148
C 0.267 0.139 -0.041
C -0.517 1.482 0.013
O -0.194 -0.974 0.068
H 2.245 -1.684 0.166
H 3.108 -0.659 -0.942
H 3.399 -0.296 0.827
H 1.857 1.365 0.232
H 0.074 2.365 0.124
H -1.161 1.496 0.906
H -1.245 1.549 -0.772
O -3.270 -0.381 -0.016
H -3.793 -1.174 -0.162
H -2.356 -0.753 0.167
*
```

Values from the calculation:
HOMO level, eV: -9.85
E_tot, Ha: -324.937523
Orbital gap, eV: 10.59
SMILES string: CNC(C)=O.O

Here is one molecule with the formula C5H5NS at a distorted geometry from the OMol25 dataset. Energies are from ωB97M-V/def2-TZVPD.

The geometry in ORCA input format:
```
! RIJCOSX wB97M-V def2-TZVPD def2/J DEFGRID3
* xyz 0 1
C 0.748 -1.530 -1.494
C 0.666 -1.350 -0.028
C -0.090 -0.402 0.573
C -0.050 -0.292 1.967
N -0.009 -0.183 3.133
C -0.792 0.659 -0.149
S -0.290 1.555 -1.402
H 1.769 -1.581 -1.766
H 0.190 -0.761 -2.080
H 0.418 -2.530 -1.739
H 1.227 -2.120 0.592
H -1.786 0.881 0.282
*
```

Values from the calculation:
HOMO level, eV: -9.25
E_tot, Ha: -646.400040
Orbital gap, eV: 8.08
SMILES string: C/C=C(/C#N)C=S

Here is a 6-piece molecular cluster, C10H18Cl14 overall from the OMol25 dataset. Energies are from ωB97M-V/def2-TZVPD.

The geometry in ORCA input format:
```
! RIJCOSX wB97M-V def2-TZVPD def2/J DEFGRID3
* xyz 0 1
Cl 37.027 -12.347 -11.281
C 37.331 -12.570 -13.011
Cl 36.222 -13.755 -13.711
Cl 38.992 -13.074 -13.307
H 37.153 -11.616 -13.486
Cl 41.769 -16.680 -19.026
C 41.143 -17.998 -18.041
Cl 40.646 -19.341 -19.092
Cl 39.785 -17.460 -17.055
H 41.921 -18.375 -17.395
Cl 37.116 -19.657 -16.981
C 35.491 -18.943 -17.021
C 35.140 -18.411 -18.379
Cl 35.016 -19.691 -19.615
H 35.491 -18.092 -16.335
H 34.761 -19.665 -16.665
H 35.877 -17.678 -18.702
H 34.174 -17.911 -18.344
Cl 40.129 -13.468 -17.609
C 38.676 -14.122 -16.838
C 37.740 -14.647 -17.877
Cl 36.154 -14.994 -17.095
H 38.194 -13.367 -16.222
H 38.992 -14.929 -16.177
H 38.088 -15.574 -18.319
H 37.544 -13.901 -18.640
Cl 41.858 -9.423 -18.375
C 40.974 -10.121 -16.974
C 39.491 -10.031 -17.239
Cl 38.568 -10.344 -15.742
H 41.284 -9.603 -16.074
H 41.295 -11.158 -16.905
H 39.171 -10.724 -18.010
H 39.224 -9.031 -17.577
Cl 36.271 -19.007 -13.174
C 36.327 -17.277 -13.573
C 37.510 -16.921 -14.421
Cl 38.964 -16.569 -13.420
H 36.323 -16.729 -12.634
H 35.389 -17.033 -14.074
H 37.278 -15.991 -14.942
H 37.777 -17.721 -15.101
*
```

Values from the calculation:
HOMO level, eV: -10.67
E_tot, Ha: -6834.528883
Orbital gap, eV: 10.99
SMILES string: ClC(Cl)Cl.ClC(Cl)Cl.ClCCCl.ClCCCl.ClCCCl.ClCCCl

Here is a 15-piece molecular cluster, C5H41NO14S overall at a distorted geometry from the OMol25 dataset. Energies are from ωB97M-V/def2-TZVPD.

The geometry in ORCA input format:
```
! RIJCOSX wB97M-V def2-TZVPD def2/J DEFGRID3
* xyz 0 1
C 0.110 0.280 0.614
N 0.415 -1.170 0.735
C -0.297 -2.005 -0.280
C 0.493 -3.142 -0.811
S 0.152 -4.794 0.130
C 0.187 1.000 1.954
C 1.565 1.350 2.583
H 0.857 0.806 0.003
H -0.828 0.482 0.108
H 1.375 -1.176 0.395
H -0.668 -1.421 -1.125
H -1.254 -2.234 0.197
H 0.224 -3.548 -1.769
H 1.570 -3.021 -0.724
H 1.113 -4.586 1.011
H -0.535 0.586 2.658
H -0.292 1.970 1.760
H 2.288 1.053 1.821
H 1.596 2.440 2.586
H 1.540 0.905 3.570
H -1.805 -1.254 1.905
H -2.653 -1.369 3.194
O -2.580 -0.910 2.352
H -2.703 1.966 0.853
H -4.035 2.359 0.245
O -3.192 2.732 0.528
H 3.160 -0.214 -1.814
H 2.267 -0.442 -3.102
O 3.040 0.010 -2.755
H 0.377 3.859 -2.929
H 1.708 3.172 -3.212
O 0.989 3.204 -2.566
H 1.605 4.089 1.087
H 0.234 3.975 0.672
O 0.722 4.237 1.467
H -4.190 -2.670 0.854
H -3.693 -1.192 0.799
O -4.280 -1.843 0.378
H -0.134 -2.311 2.487
H 0.146 -1.954 4.055
O -0.468 -2.275 3.396
H -2.478 -0.604 -1.848
H -3.637 -0.825 -1.031
O -3.032 -0.084 -1.246
H 2.200 -2.514 1.228
H 2.685 -3.358 2.416
O 2.966 -2.674 1.799
H -0.504 1.611 -2.211
H 0.576 0.990 -2.835
O -0.313 0.722 -2.537
H 2.661 2.826 -0.939
H 3.178 2.159 0.366
O 2.847 2.979 -0.006
H -2.263 -1.480 -4.058
H -1.083 -0.603 -3.543
O -1.473 -1.498 -3.507
H 3.396 -0.441 0.665
H 3.836 -1.737 0.029
O 3.402 -0.900 -0.186
H -2.794 3.205 -1.429
H -1.924 2.221 -2.145
O -2.373 3.059 -2.290
*
```

Values from the calculation:
HOMO level, eV: -9.54
E_tot, Ha: -1721.347916
Orbital gap, eV: 9.49

Here is one molecule with the formula C7H10S at a distorted geometry from the OMol25 dataset. Energies are from ωB97M-V/def2-TZVPD.

The geometry in ORCA input format:
```
! RIJCOSX wB97M-V def2-TZVPD def2/J DEFGRID3
* xyz 0 1
C 1.192 1.676 -2.758
C 1.240 1.036 -1.601
S -0.091 1.052 -0.440
C -0.109 -0.652 0.109
C 0.368 -1.659 -0.620
C -0.736 -0.848 1.445
C -1.649 -1.806 1.611
C -0.260 0.027 2.589
H 0.270 2.213 -3.094
H 2.067 1.741 -3.413
H 2.129 0.495 -1.257
H 0.762 -1.532 -1.634
H 0.382 -2.681 -0.212
H -2.012 -2.413 0.793
H -2.064 -2.021 2.575
H -0.685 -0.311 3.531
H -0.520 1.064 2.426
H 0.842 -0.036 2.665
*
```

Values from the calculation:
HOMO level, eV: -8.37
E_tot, Ha: -670.843140
Orbital gap, eV: 9.32
SMILES string: C=CSC(=C)C(=C)C

Here is Cl8FO32Sr2 as an isolated structure at a distorted geometry from the OMol25 dataset. Energies are from ωB97M-V/def2-TZVPD.

The geometry in ORCA input format:
```
! RIJCOSX wB97M-V def2-TZVPD def2/J DEFGRID3
* xyz -5 1
Sr 6.735 4.264 -5.160
Sr 5.596 3.963 -9.896
F 5.652 4.231 -7.421
Cl 3.301 0.164 -3.094
O 2.306 -0.553 -3.630
O 4.383 -0.710 -3.474
O 3.353 1.543 -3.511
O 2.966 0.133 -1.712
Cl 8.367 8.089 -4.617
O 7.216 8.128 -5.328
O 8.559 7.469 -3.433
O 9.345 7.903 -5.613
O 8.613 9.452 -4.216
Cl 9.613 1.175 -6.003
O 8.675 2.075 -6.297
O 9.005 0.139 -5.046
O 10.185 0.339 -7.037
O 10.662 1.715 -5.233
Cl 12.124 5.555 -5.230
O 12.713 6.500 -6.087
O 12.522 4.255 -5.619
O 12.312 5.589 -3.841
O 10.832 5.394 -5.257
Cl 3.349 6.146 -3.665
O 4.662 5.713 -4.184
O 3.177 5.487 -2.388
O 3.349 7.574 -3.308
O 2.371 5.728 -4.718
Cl 9.610 5.933 -9.709
O 10.801 5.195 -10.379
O 9.134 5.126 -8.670
O 10.015 7.234 -9.141
O 8.465 5.765 -10.358
Cl 7.073 3.612 -1.457
O 6.569 4.934 -1.302
O 6.984 3.023 -0.139
O 6.331 2.959 -2.527
O 8.387 3.626 -1.936
Cl 2.722 6.964 -8.242
O 2.192 7.631 -9.370
O 3.739 6.011 -8.589
O 3.326 8.007 -7.565
O 1.510 6.568 -7.574
*
```

Values from the calculation:
HOMO level, eV: 3.52
E_tot, Ha: -6247.909240
Orbital gap, eV: 1.39

Here is a 2-piece molecular cluster, FH3OP2 overall at a distorted geometry from the OMol25 dataset. Energies are from ωB97M-V/def2-TZVPD.

The geometry in ORCA input format:
```
! RIJCOSX wB97M-V def2-TZVPD def2/J DEFGRID3
* xyz 0 1
O -0.740 0.277 -0.600
F 0.777 -3.020 1.416
P -0.789 -0.514 0.765
P 0.394 -2.117 -0.032
H 0.015 0.981 -0.778
H -2.009 -0.990 0.284
H 2.165 0.342 0.082
*
```

Values from the calculation:
HOMO level (spin up / spin down), eV: -8.59 / -9.18
E_tot, Ha: -859.465957
Orbital gap (spin up / spin down), eV: 7.18 / 7.78